## one
{"formula": "C4H10OS2", "method": "ωB97M-V/def2-TZVPD", "lumo_energy_ev": 0.5073, "charge": 0, "multiplicity": 1, "mol_weight_g_mol": 138.26, "e_homo_ev": -8.42, "smiles": "C1CCSSC1.O", "homo_lumo_gap_ev": 8.9280, "elements": ["C", "C", "C", "S", "S", "C", "H", "H", "H", "H", "H", "H", "H", "H", "O", "H", "H"], "xyz": [[0.23028, -1.75093, 0.28113], [-0.08174, -0.68374, 1.32375], [1.15382, -0.07232, 1.91973], [1.87929, 1.07167, 0.71719], [2.26991, -0.29968, -0.90983], [0.67986, -1.31410, -1.06616], [0.95513, -2.45818, 0.72817], [-0.71869, -2.29797, 0.12096], [-0.61691, -1.16757, 2.16337], [-0.71893, 0.14009, 0.94859], [0.88859, 0.57392, 2.77850], [1.89892, -0.81131, 2.27211], [-0.09337, -0.62364, -1.45453], [0.75875, -2.16272, -1.77260], [-2.78330, 4.34485, -2.75199], [-2.12158, 3.71942, -2.37888], [-3.58001, 3.79219, -2.91956]], "lowdin_charge": [-0.332, -0.320, -0.589, 0.497, 0.466, -0.512, 0.119, 0.116, 0.116, 0.112, 0.078, 0.086, 0.074, 0.088, -0.090, 0.045, 0.045]}

=====

## two
{"formula": "C4H10OS2", "method": "ωB97M-V/def2-TZVPD", "lumo_energy_ev": -1.0994, "charge": 0, "multiplicity": 1, "mol_weight_g_mol": 138.26, "e_homo_ev": -9.11, "smiles": "CSSCCCO", "homo_lumo_gap_ev": 8.0136, "elements": ["C", "S", "S", "C", "C", "C", "O", "H", "H", "H", "H", "H", "H", "H", "H", "H", "H"], "xyz": [[-1.48306, 0.41127, 2.90033], [-1.65808, -0.01253, 1.18371], [0.67493, -0.79050, 1.06402], [0.89705, 0.66366, -0.08088], [0.21623, 0.49426, -1.47776], [0.34737, -0.85487, -2.10273], [1.54459, -1.56042, -1.88438], [-0.49748, 0.90510, 3.05968], [-1.59507, -0.46734, 3.55143], [-2.35855, 1.03019, 3.11780], [1.97833, 0.66158, -0.28281], [0.70135, 1.64887, 0.31557], [-0.79610, 0.85742, -1.41612], [0.83862, 1.15016, -2.10563], [0.08645, -0.71701, -3.16490], [-0.41714, -1.58536, -1.71964], [1.52055, -1.83449, -0.95768]], "lowdin_charge": [-0.566, 0.567, 0.614, -0.580, -0.277, -0.328, -0.094, 0.029, 0.030, 0.025, 0.067, 0.062, 0.080, 0.116, 0.123, 0.120, 0.012]}

=====

Relative energies, kcal/mol: one 0.0; two 31.9.

=====

## one
{"formula": "C4H10OS2", "method": "ωB97M-V/def2-TZVPD", "lumo_energy_ev": 0.3493, "charge": 0, "multiplicity": 1, "mol_weight_g_mol": 138.26, "e_homo_ev": -8.93, "smiles": "C=CO.CCSS", "homo_lumo_gap_ev": 9.2747, "elements": ["C", "C", "O", "H", "H", "H", "H", "C", "C", "S", "S", "H", "H", "H", "H", "H", "H"], "xyz": [[0.28366, 3.25184, 1.52207], [0.60062, 2.07142, 1.00608], [1.81785, 1.48533, 1.17318], [-0.72009, 3.64213, 1.43378], [0.90776, 3.80785, 2.21158], [-0.08539, 1.58634, 0.32997], [1.80399, 0.67189, 0.67477], [-2.28909, -2.01614, 0.89862], [-1.27810, -0.95672, 0.49079], [-0.08496, -1.68815, -0.67212], [0.66574, -0.08104, -1.77025], [-1.80424, -2.90543, 1.30360], [-2.90550, -2.32361, 0.05128], [-2.97752, -1.60679, 1.63738], [-0.78758, -0.51289, 1.35613], [-1.83673, -0.13690, 0.02726], [-0.36986, 0.05192, -2.59003]], "lowdin_charge": [0.007, -0.319, -0.004, 0.045, 0.056, 0.046, 0.043, -0.186, -0.635, 0.445, 0.349, 0.068, 0.071, 0.075, 0.060, 0.071, -0.194]}

=====

## two
{"formula": "C4H10OS2", "method": "ωB97M-V/def2-TZVPD", "lumo_energy_ev": 0.7492, "charge": 0, "multiplicity": 1, "mol_weight_g_mol": 138.26, "e_homo_ev": -8.84, "smiles": "CSSCCCO", "homo_lumo_gap_ev": 9.5935, "elements": ["C", "S", "S", "C", "C", "C", "O", "H", "H", "H", "H", "H", "H", "H", "H", "H", "H"], "xyz": [[0.81256, -2.90740, -1.81688], [1.74792, -1.28345, -1.70457], [0.30681, 0.04119, -1.14532], [0.71049, 0.31806, 0.68060], [0.13328, 1.66321, 1.09425], [-1.32657, 1.86563, 0.72633], [-2.17055, 0.92331, 1.46982], [1.10004, -3.21798, -2.81543], [0.96712, -3.56068, -0.97024], [-0.20079, -2.52259, -1.88561], [0.24079, -0.56209, 1.10176], [1.79149, 0.37903, 0.66304], [0.73421, 2.44284, 0.62945], [0.19020, 1.78217, 2.17370], [-1.75305, 2.83324, 0.97904], [-1.52941, 1.69337, -0.33280], [-1.75453, 0.11214, 1.15288]], "lowdin_charge": [-0.408, 0.411, 0.456, -0.469, -0.261, -0.271, -0.083, 0.013, 0.026, -0.004, 0.061, 0.057, 0.113, 0.117, 0.117, 0.076, 0.051]}

=====

## three
{"formula": "C4H10OS2", "method": "ωB97M-V/def2-TZVPD", "lumo_energy_ev": -1.5022, "charge": 0, "multiplicity": 1, "mol_weight_g_mol": 138.26, "e_homo_ev": -8.90, "smiles": "CSSCCCO", "homo_lumo_gap_ev": 7.4014, "elements": ["C", "S", "S", "C", "C", "C", "O", "H", "H", "H", "H", "H", "H", "H", "H", "H", "H"], "xyz": [[2.13958, -0.58911, 2.55896], [1.46476, 0.77258, 1.37829], [0.05263, -1.21803, 0.59198], [0.25654, -0.70179, -1.03985], [-0.42450, 0.71210, -1.29761], [-1.84974, 0.97407, -0.82210], [-2.84819, 0.21673, -1.43324], [2.71822, -1.37097, 2.12878], [1.09035, -0.85466, 2.91207], [2.93678, 0.01771, 3.12967], [-0.26638, -1.53119, -1.77892], [1.40687, -0.67706, -1.23472], [0.18410, 1.43540, -0.69306], [-0.19060, 0.92256, -2.35910], [-2.15490, 2.02000, -0.88891], [-1.95953, 0.60010, 0.24054], [-2.55598, -0.72844, -1.39275]], "lowdin_charge": [-0.494, 0.526, 0.651, -0.707, -0.288, -0.323, -0.090, -0.004, -0.005, 0.045, 0.129, 0.085, 0.046, 0.113, 0.122, 0.098, 0.095]}

=====

Relative energies, kcal/mol: one 7.9; two 0.0; three 55.0.

=====

## one
{"formula": "C5H12O", "method": "ωB97M-V/def2-TZVPD", "lumo_energy_ev": 1.1687, "charge": 0, "multiplicity": 1, "mol_weight_g_mol": 88.15, "e_homo_ev": -9.74, "smiles": "CC[C@@H](C)OC", "homo_lumo_gap_ev": 10.9120, "elements": ["C", "C", "C", "C", "O", "C", "H", "H", "H", "H", "H", "H", "H", "H", "H", "H", "H", "H"], "xyz": [[1.98532, 1.28786, -0.29801], [1.13789, 0.12865, -0.81503], [-0.25956, 0.02415, -0.20442], [-1.13930, -0.91946, -1.02766], [-0.09862, -0.41158, 1.13556], [-1.28714, -0.44424, 1.88304], [1.49581, 2.24811, -0.49797], [2.16186, 1.20921, 0.77891], [2.96048, 1.31099, -0.79773], [1.64528, -0.82510, -0.62322], [1.03274, 0.21430, -1.90453], [-0.72814, 1.02545, -0.19347], [-1.43337, -0.42313, -1.95841], [-2.05771, -1.20278, -0.50524], [-0.60093, -1.84198, -1.27319], [-1.78923, 0.53566, 1.91481], [-2.00727, -1.17458, 1.48897], [-1.01812, -0.74154, 2.89758]], "lowdin_charge": [-0.104, -0.218, -0.435, -0.049, -0.163, -0.114, 0.073, 0.073, 0.069, 0.119, 0.113, 0.145, 0.084, 0.062, 0.088, 0.094, 0.074, 0.090]}

=====

## two
{"formula": "C5H12O", "method": "ωB97M-V/def2-TZVPD", "lumo_energy_ev": 0.9764, "charge": 0, "multiplicity": 1, "mol_weight_g_mol": 88.15, "e_homo_ev": -9.52, "smiles": "C=C(C)C.[H][H].C=O", "homo_lumo_gap_ev": 10.4964, "elements": ["C", "C", "C", "C", "H", "H", "H", "H", "H", "H", "H", "H", "H", "H", "C", "O", "H", "H"], "xyz": [[1.73196, -0.09496, 0.64528], [0.80022, 0.68737, 0.09676], [0.57862, 0.75778, -1.39088], [-0.11065, 1.54775, 0.92798], [2.38580, -0.71938, 0.03933], [1.87700, -0.13109, 1.72288], [1.19486, 0.03350, -1.93283], [0.81608, 1.76028, -1.76869], [-0.47538, 0.56964, -1.63293], [-0.01975, 2.60141, 0.63481], [0.11377, 1.46517, 1.99518], [-1.15747, 1.25533, 0.77325], [-2.94217, -0.51848, -1.49976], [-2.72146, -0.90002, -0.89747], [-0.51069, -2.07650, 0.56993], [-1.55633, -1.66380, 1.00805], [0.28618, -2.47737, 1.22475], [-0.29062, -2.09664, -0.51565]], "lowdin_charge": [-0.002, -0.446, -0.076, -0.069, 0.067, 0.067, 0.076, 0.084, 0.061, 0.083, 0.079, 0.078, 0.040, 0.018, -0.172, -0.053, 0.082, 0.082]}

=====

Relative energies, kcal/mol: one 0.0; two 41.8.

=====

## one
{"formula": "C3H7NO2", "method": "ωB97M-V/def2-TZVPD", "lumo_energy_ev": 0.9288, "charge": 0, "multiplicity": 1, "mol_weight_g_mol": 89.09, "e_homo_ev": -10.43, "smiles": "CCOC(N)=O", "homo_lumo_gap_ev": 11.3563, "elements": ["C", "C", "O", "C", "N", "O", "H", "H", "H", "H", "H", "H", "H"], "xyz": [[1.34878, -0.27930, 1.02652], [0.89222, 1.01607, 0.37965], [0.18443, 0.73647, -0.83689], [-1.08656, 0.30960, -0.66856], [-1.59380, -0.12994, -1.86264], [-1.69460, 0.33041, 0.37968], [1.98625, -0.84709, 0.34106], [0.48104, -0.89143, 1.28652], [1.91329, -0.07882, 1.94289], [0.24538, 1.58829, 1.04930], [1.73910, 1.63382, 0.07183], [-2.42112, -0.70107, -1.77956], [-0.92874, -0.38952, -2.57531]], "lowdin_charge": [-0.070, -0.223, -0.018, -0.629, 0.171, 0.080, 0.079, 0.076, 0.080, 0.119, 0.121, 0.109, 0.105]}

=====

## two
{"formula": "C3H7NO2", "method": "ωB97M-V/def2-TZVPD", "lumo_energy_ev": 0.5317, "charge": 0, "multiplicity": 1, "mol_weight_g_mol": 89.09, "e_homo_ev": -9.98, "smiles": "CC=O.NC=O", "homo_lumo_gap_ev": 10.5104, "elements": ["C", "C", "O", "H", "H", "H", "H", "N", "C", "O", "H", "H", "H"], "xyz": [[-1.46163, -1.37226, -1.95879], [-1.64931, -0.06050, -2.62781], [-1.53340, 0.05730, -3.82638], [-1.53809, -2.15209, -2.71495], [-0.59982, -1.31515, -1.30012], [-2.36856, -1.55653, -1.36135], [-1.63331, 0.84847, -2.00152], [2.44382, 1.24788, 2.68130], [1.33160, 0.47269, 2.78769], [0.44611, 0.73548, 3.56916], [3.11354, 1.01349, 1.98535], [2.28092, 2.22225, 2.88228], [1.16812, -0.14105, 1.88514]], "lowdin_charge": [-0.062, -0.331, 0.032, 0.084, 0.079, 0.083, 0.115, 0.101, -0.423, 0.017, 0.078, 0.105, 0.122]}

=====

## three
{"formula": "C3H7NO2", "method": "ωB97M-V/def2-TZVPD", "lumo_energy_ev": 0.9468, "charge": 0, "multiplicity": 1, "mol_weight_g_mol": 89.09, "e_homo_ev": -7.94, "homo_lumo_gap_ev": 8.8838, "elements": ["C", "N", "C", "O", "C", "O", "H", "H", "H", "H", "H", "H", "H"], "xyz": [[-0.24998, 1.02181, -1.87573], [0.13155, -0.19646, -1.17722], [-0.28798, -0.54958, 0.05382], [-1.08663, 0.27436, 0.64587], [-0.03672, -0.49510, 1.92843], [1.30572, -0.74176, 2.03929], [-0.96688, 0.82234, -2.68056], [-0.71418, 1.69255, -1.15072], [0.63576, 1.50304, -2.30156], [0.69027, -0.87173, -1.67395], [-0.70145, -1.32210, 2.15198], [-0.20966, 0.39438, 2.53188], [1.49018, -1.53174, 1.50847]], "lowdin_charge": [-0.084, -0.037, -0.316, -0.056, -0.161, -0.024, 0.080, 0.075, 0.079, 0.116, 0.111, 0.117, 0.100]}

=====

Relative energies, kcal/mol: one 0.0; two 37.8; three 110.0.

=====

## one
{"formula": "C3H7NO2", "method": "ωB97M-V/def2-TZVPD", "lumo_energy_ev": 0.9514, "charge": 0, "multiplicity": 1, "mol_weight_g_mol": 89.09, "e_homo_ev": -9.17, "smiles": "NCCOC=O", "homo_lumo_gap_ev": 10.1243, "elements": ["N", "C", "C", "O", "C", "O", "H", "H", "H", "H", "H", "H", "H"], "xyz": [[1.83514, 0.00858, -0.65855], [0.70709, -0.82692, -0.77901], [-0.66648, -0.27793, -0.37637], [-0.79724, -0.16877, 1.13758], [-1.40431, 0.88802, 1.60005], [-1.81081, 1.79401, 0.95084], [2.34182, 0.14099, 0.23140], [1.83040, 0.80899, -1.14429], [0.72552, -1.11748, -1.94692], [0.84829, -1.62066, -0.09479], [-0.81778, 0.67189, -0.80880], [-1.31262, -1.09320, -0.75216], [-1.47902, 0.79248, 2.64101]], "lowdin_charge": [-0.001, -0.287, -0.100, -0.006, -0.408, 0.081, 0.098, 0.016, 0.165, 0.096, 0.095, 0.127, 0.124]}

=====

## two
{"formula": "C3H7NO2", "method": "ωB97M-V/def2-TZVPD", "lumo_energy_ev": 0.3891, "charge": 0, "multiplicity": 1, "mol_weight_g_mol": 89.09, "e_homo_ev": -7.31, "smiles": "CO/C=C(\\[NH3+])[O-]", "homo_lumo_gap_ev": 7.7018, "elements": ["C", "O", "C", "C", "N", "O", "H", "H", "H", "H", "H", "H", "H"], "xyz": [[1.77152, 0.80992, -0.05896], [0.66741, 0.50354, 0.76203], [0.25756, -0.81934, 0.60637], [-0.99452, -1.15473, 0.23402], [-1.68896, 0.24423, -0.33346], [-1.70819, -2.12895, 0.11652], [1.51891, 0.70002, -1.12502], [2.63132, 0.15809, 0.15149], [2.06050, 1.84473, 0.14542], [0.91079, -1.59155, 0.98534], [-1.44387, 0.12693, -1.35273], [-2.70169, 0.19242, -0.17593], [-1.28079, 1.11467, 0.04490]], "lowdin_charge": [-0.120, -0.216, -0.166, -0.487, 0.191, -0.003, 0.085, 0.088, 0.085, 0.114, 0.160, 0.137, 0.131]}

=====

## three
{"formula": "C3H7NO2", "method": "ωB97M-V/def2-TZVPD", "lumo_energy_ev": 0.6852, "charge": 0, "multiplicity": 1, "mol_weight_g_mol": 89.09, "e_homo_ev": -9.76, "smiles": "C[C@H](N)C(=O)O", "homo_lumo_gap_ev": 10.4435, "elements": ["C", "C", "N", "C", "O", "O", "H", "H", "H", "H", "H", "H", "H"], "xyz": [[1.15826, -0.30836, 0.50915], [-0.06672, -0.38147, -0.28986], [0.23652, -0.24651, -1.74001], [-1.09241, 0.59421, 0.27027], [-1.21465, 1.75439, -0.07870], [-1.51866, 0.05946, 1.46002], [1.03030, -0.75037, 1.46380], [1.87811, -0.98041, 0.20645], [1.54392, 0.67688, 0.74487], [-0.40647, -1.48818, -0.15232], [1.18304, 0.20362, -1.82066], [-0.29599, 0.45192, -2.21003], [-2.43526, 0.41483, 1.63702]], "lowdin_charge": [-0.081, -0.384, 0.043, -0.460, 0.110, 0.068, 0.076, 0.065, 0.105, 0.169, 0.090, 0.049, 0.149]}

=====

## four
{"formula": "C3H7NO2", "method": "ωB97M-V/def2-TZVPD", "lumo_energy_ev": 0.7677, "charge": 0, "multiplicity": 1, "mol_weight_g_mol": 89.09, "e_homo_ev": -7.75, "homo_lumo_gap_ev": 8.5174, "elements": ["C", "N", "C", "O", "C", "O", "H", "H", "H", "H", "H", "H", "H"], "xyz": [[2.06595, 0.14520, -0.12978], [0.65007, 0.25646, -0.42176], [-0.30910, -0.00064, 0.45543], [-0.08284, -0.22245, 1.71266], [-1.70848, -0.23800, 0.21592], [-2.06490, -0.59310, -1.10166], [2.52758, 1.13061, -0.01035], [2.17504, -0.40629, 0.80635], [2.57566, -0.39380, -0.93381], [0.33694, 0.38317, -1.37398], [-2.31264, 0.56911, 0.64425], [-1.19721, -0.71210, 1.58988], [-2.65608, 0.08183, -1.45315]], "lowdin_charge": [-0.052, 0.044, -0.483, 0.004, -0.233, -0.070, 0.086, 0.088, 0.087, 0.148, 0.109, 0.192, 0.080]}

=====

Relative energies, kcal/mol: one 14.2; two 40.3; three 0.0; four 52.9.